Record 1
Here is C9H14MnN12Se4 as an isolated structure from the Open Molecules 2025 dataset. Energies are from the ωB97M-V functional and the def2-TZVPD basis.

The geometry in ORCA input format:
```
! RIJCOSX wB97M-V def2-TZVPD def2/J DEFGRID3
* xyz 0 4
Mn -0.7772 -1.4662 0.6532
N 1.6769 -3.7889 1.1353
C 2.0028 -2.6090 0.5245
N 3.2116 -2.2890 0.1152
N 3.0712 -1.0552 -0.4118
N 1.8563 -0.6506 -0.3313
N 1.1253 -1.6353 0.2832
C 0.4047 -4.0776 1.5495
N 0.0336 -5.2050 2.1053
N -1.2952 -5.0492 2.3305
N -1.6977 -3.8985 1.9428
N -0.6167 -3.2214 1.4452
H 2.3847 -4.4976 1.2221
Se -3.1844 -1.0570 1.4862
Se -4.6087 -2.3966 0.4009
Se -3.2615 -3.7249 -0.9725
Se -1.4973 -2.3434 -1.4450
C 0.0262 3.0313 -2.7858
C -0.0120 1.5403 -3.0378
N -0.5544 0.8851 -1.8564
C -0.2963 1.2737 -0.5945
N -0.5991 0.4543 0.3967
C -0.2222 0.8532 1.7561
C -0.4240 2.3409 1.9561
C 0.4701 3.0229 0.9464
N 0.1921 2.5195 -0.3959
C 0.7828 3.2768 -1.4983
H -0.9927 3.4111 -2.6862
H 0.5098 3.5516 -3.6117
H 0.9921 1.1648 -3.2550
H -0.6550 1.3000 -3.8821
H -0.8270 -0.0793 -1.9480
H 0.8264 0.6054 1.9491
H -0.8303 0.2866 2.4694
H -0.1503 2.6438 2.9661
H -1.4690 2.6016 1.7819
H 1.5207 2.8512 1.2010
H 0.3019 4.0996 0.9353
H 1.8358 3.0005 -1.6146
H 0.7461 4.3306 -1.2253
*
```

Output
* LUMO energy (alpha / beta): -0.0649 / -0.0946 Ha
* HOMO level (alpha / beta): -8.221 / -8.191 eV
* <S²>: 3.882
* orbital gap (alpha / beta): 6.5 / 5.6 eV

Atomic partial charges in e from the Löwdin method, atoms 1 to 6: Mn 0.193; N 0.166; C -0.451; N 0.047; N -0.067; N -0.045

=====

Record 2
Here is a 2-piece molecular cluster, C8H15NO overall at a distorted geometry from the Open Molecules 2025 dataset. Energies are from the ωB97M-V functional and the def2-TZVPD basis.

The geometry in ORCA input format:
```
! RIJCOSX wB97M-V def2-TZVPD def2/J DEFGRID3
* xyz 0 1
C -1.3964 -1.3947 -0.7033
C -0.0528 0.3733 2.6602
C -0.4125 -1.2583 0.4352
C -0.8859 0.2431 1.4161
N -2.0989 0.5722 1.2793
O -0.1500 -2.1819 1.1763
H -2.4932 1.0378 2.1035
H -1.5514 -0.4443 -1.2063
H -2.3441 -1.7472 -0.3017
H -1.0277 -2.1453 -1.4032
H 0.4154 1.3584 2.7134
H -0.6564 0.2103 3.5569
H 0.7443 -0.3695 2.6774
C 0.8064 0.2830 -2.6088
C 0.8168 1.6222 -0.4572
C 1.1362 0.3988 -1.1532
C 1.4013 -0.7186 -0.3777
H 1.6243 0.7150 -3.1941
H 0.6850 -0.7554 -2.9200
H 0.6844 2.5064 -1.0746
H -0.1543 1.2507 0.1555
H 1.4492 1.8393 0.4014
H -0.0984 0.8372 -2.8654
H 1.6439 -1.6497 -0.8750
H 1.9147 -0.5829 0.5651
*
```

Output
* SMILES string: [H]/N=C(\C)C(C)=O.C=C(C)C
* ΔE to the lowest compared entry with this formula, charge and spin: 97.5 kcal/mol
* LUMO energy: 0.0072 Ha
* HOMO level: -8.294 eV
* orbital gap: 8.5 eV

Atomic partial charges in e from the Löwdin method, atoms 1 to 6: C -0.043; C -0.060; C -0.464; C -0.371; N 0.120; O 0.029